No. 1
ORCA calculation (ωB97M-V/def2-TZVPD) on a single C2H5FN2 molecule in a non-equilibrium geometry.

```
! wB97M-V def2-TZVPD RIJCOSX def2/J DEFGRID3
* xyz 0 1
N -0.875 0.105 1.961
N -0.323 0.270 0.753
C -0.283 -0.709 -0.094
C 0.440 -0.443 -1.333
F 1.066 0.817 -1.263
H -1.585 -0.585 2.131
H -0.941 0.933 2.473
H -0.742 -1.774 0.052
H -0.197 -0.540 -2.242
H 1.315 -1.101 -1.481
*
```

The structure (SMILES) is N/N=C/CF. The energy relative to the best compared isomer or geometry (same formula, charge and spin) comes out at 1.446 eV. Its orbital gap is 0.3627 Ha.

Atomic partial charges in e from the Löwdin method, atoms 1 to 4: N 0.00; N -0.05; C -0.18; C -0.22

---

No. 2
ORCA calculation (ωB97M-V/def2-TZVPD) on a single C2H5FN2O molecule in a non-equilibrium geometry.

```
! wB97M-V def2-TZVPD RIJCOSX def2/J DEFGRID3
* xyz 0 1
C 0.544 1.391 -0.236
C -0.133 0.247 -1.056
O -0.024 -1.046 -0.431
N -0.606 -1.154 0.688
N -0.280 -2.620 1.348
F -0.880 -2.656 2.565
H 1.499 1.247 0.363
H 0.793 2.232 -0.723
H -0.131 1.708 0.653
H 0.486 0.318 -1.938
H -1.268 0.333 -1.235
*
```

The structure (SMILES) is CCO/N=N/F. The energy relative to the best compared isomer or geometry (same formula, charge and spin) comes out at 6.997 eV. Its orbital gap (spin up / spin down) is 0.3852 / 0.3367 Ha.

Atomic partial charges in e from the Löwdin method, atoms 1 to 4: C -0.09; C -0.19; O -0.17; N 0.03

---

No. 3
ORCA calculation (ωB97M-V/def2-TZVPD) on a single C2H5FO2 molecule in a non-equilibrium geometry.

```
! wB97M-V def2-TZVPD RIJCOSX def2/J DEFGRID3
* xyz 0 1
C 0.149 1.086 -0.512
C -0.006 -0.237 0.237
O -1.175 -0.856 -0.040
O 1.199 -1.071 0.018
F 0.013 0.138 1.608
H 1.112 1.758 -0.397
H 0.212 0.853 -1.509
H -0.785 1.681 -0.267
H -1.513 -1.410 0.666
H 0.792 -1.941 0.197
*
```

The structure (SMILES) is CC(O)(O)F. The energy relative to the best compared isomer or geometry (same formula, charge and spin) comes out at 0.581 eV. Its orbital gap is 0.4426 Ha.

Atomic partial charges in e from the Löwdin method, atoms 1 to 4: C 0.01; C -0.64; O 0.09; O 0.02

---

No. 4
ORCA calculation (ωB97M-V/def2-TZVPD) on a single C2H5FO2P2 molecule in a non-equilibrium geometry.

```
! wB97M-V def2-TZVPD RIJCOSX def2/J DEFGRID3
* xyz 0 1
C -0.180 -0.404 1.577
P -0.362 -0.982 -0.164
O 1.091 -0.292 -0.742
C 1.181 0.214 -1.964
O 0.231 0.496 -2.583
P -0.224 -3.086 -0.099
F -0.040 -3.344 -1.736
H -0.968 -0.139 2.304
H 0.783 0.182 1.752
H 0.202 -1.301 1.990
H -1.214 0.014 -0.789
H 2.258 0.441 -2.252
*
```

The structure (SMILES) is C[P@@H](OC=O)=PF. The energy relative to the best compared isomer or geometry (same formula, charge and spin) comes out at 0.100 eV. Its orbital gap is 0.2936 Ha.

Atomic partial charges in e from the Löwdin method, atoms 1 to 4: C -0.27; P 0.59; O -0.28; C -0.45

---

No. 5
ORCA calculation (ωB97M-V/def2-TZVPD) on 2 unconnected molecules or ions with the total composition C2H5FOS in a non-equilibrium geometry.

```
! wB97M-V def2-TZVPD RIJCOSX def2/J DEFGRID3
* xyz 0 1
C -0.104 -0.522 0.684
C -0.454 0.961 0.535
O -1.673 1.357 0.711
F -3.986 -0.901 0.005
S -3.181 0.277 -0.770
H 0.213 -0.834 -0.363
H 0.548 -0.696 1.569
H -1.067 -1.195 0.843
H -0.065 1.329 -0.404
H -0.090 1.670 1.290
*
```

The energy relative to the best compared isomer or geometry (same formula, charge and spin) comes out at 3.760 eV. Its orbital gap (spin up / spin down) is 0.2795 / 0.2795 Ha.

Atomic partial charges in e from the Löwdin method, atoms 1 to 4: C -0.09; C -0.51; O -0.23; F -0.55

---

No. 6
ORCA calculation (ωB97M-V/def2-TZVPD) on a single C2H5FS molecule in a non-equilibrium geometry.

```
! wB97M-V def2-TZVPD RIJCOSX def2/J DEFGRID3
* xyz 0 1
F 1.551 -0.860 -0.197
C 1.312 0.424 0.231
C -0.043 0.928 -0.210
S -1.462 -0.258 -0.024
H 2.218 1.087 0.049
H 1.216 0.416 1.353
H -0.383 1.828 0.543
H -0.166 1.231 -1.267
H -1.061 -0.804 1.363
*
```

The structure (SMILES) is FCCS. The energy relative to the best compared isomer or geometry (same formula, charge and spin) comes out at 0.764 eV. Its orbital gap is 0.3643 Ha.

Atomic partial charges in e from the Löwdin method, atoms 1 to 4: F -0.07; C -0.33; C -0.57; S 0.59

---

No. 7
ORCA calculation (ωB97M-V/def2-TZVPD) on a molecular structure, C2H5I2P in a non-equilibrium geometry.

```
! wB97M-V def2-TZVPD RIJCOSX def2/J DEFGRID3
* xyz 0 1
C 0.484 1.262 0.265
C -0.587 0.112 -0.110
P -0.003 -1.659 0.397
I 1.767 -2.219 -1.152
I -2.389 0.297 1.091
H 0.105 2.220 -0.048
H 1.448 1.176 -0.300
H 0.821 1.226 1.354
H -0.826 -0.033 -1.119
H -0.820 -2.382 -0.377
*
```

The energy relative to the best compared isomer or geometry (same formula, charge and spin) comes out at 0.653 eV. Its orbital gap is 0.3334 Ha.

Atomic partial charges in e from the Löwdin method, atoms 1 to 4: C -0.22; C -1.05; P 0.29; I 0.29

---

No. 8
ORCA calculation (ωB97M-V/def2-TZVPD) on 2 unconnected molecules or ions with the total composition C2H5IN in a non-equilibrium geometry.

```
! wB97M-V def2-TZVPD RIJCOSX def2/J DEFGRID3
* xyz 1 1
C -0.633 -0.700 -0.341
C 0.372 -0.175 0.547
N -0.511 0.757 -0.104
I 3.507 0.015 -0.045
H -0.372 -1.044 -1.335
H -1.507 -1.196 0.077
H 0.510 -0.250 1.607
H -0.144 1.347 -0.854
H -1.223 1.246 0.449
*
```

The energy relative to the best compared isomer or geometry (same formula, charge and spin) comes out at 3.267 eV. Its orbital gap (spin up / spin down) is 0.2303 / 0.2300 Ha.

Atomic partial charges in e from the Löwdin method, atoms 1 to 4: C -0.05; C -0.12; N 0.10; I 0.31

---

- energy relative to the best compared isomer or geometry (same formula, charge and spin) of number 6 (C2H5FS)?
  0.764 eV

---

- Look up the energy relative to the best compared isomer or geometry (same formula, charge and spin) of the fifth one.
  3.760 eV

---

- Which value of energy relative to the best compared isomer or geometry (same formula, charge and spin) does entry 5 give?
  3.760 eV

---

- Look up the energy relative to the best compared isomer or geometry (same formula, charge and spin) of the fifth one.
  3.760 eV